Entry 1:
{
  "formula": "C5H11NO2",
  "method": "ωB97M-V/def2-TZVPD",
  "charge": -1,
  "s2": 0.760,
  "e_above_lowest_ev": 5.231,
  "spin_multiplicity": 2,
  "largest_force_ev_per_a": 5.65,
  "homo_lumo_gap_ev": [7.6, 5.3],
  "elements": ["C", "C", "O", "C", "N", "C", "C", "O", "H", "H", "H", "H", "H", "H", "H", "H", "H", "H", "H"],
  "positions_angstrom": [[-0.6006, 1.7395, -0.5675], [-0.9236, 1.8180, 1.0184], [-2.1214, 1.2449, 1.3068], [0.2338, 0.4345, -1.1514], [1.3031, -1.5968, 1.1432], [1.7665, -2.4489, 0.0211], [0.0479, -1.3519, 0.7152], [0.1482, 0.3479, -2.4451], [-1.6281, 1.6085, -0.9823], [-0.2480, 2.6962, -0.9345], [-0.9609, 2.8776, 1.3354], [-0.0519, 1.3615, 1.5289], [1.2446, 0.5939, -0.7174], [1.9423, -1.8653, -0.8669], [1.0589, -3.2884, -0.2149], [2.6857, -2.9991, 0.2374], [-0.6947, -2.1768, 0.8647], [-0.4963, -0.5480, 1.2472], [-0.1547, -0.4553, -0.5467]],
  "forces_ev_per_a": [[-2.16, -1.59, -0.01], [0.63, 0.16, 0.26], [0.69, 0.01, -0.43], [0.20, 2.66, -0.75], [-1.51, 0.59, -3.59], [0.56, -2.03, 1.24], [-0.44, 0.35, 5.62], [-0.16, -0.02, 0.70], [0.69, 0.17, -0.15], [0.46, 0.07, 0.01], [0.05, 0.04, -0.46], [-0.31, -0.13, -0.04], [0.28, -0.46, 0.15], [-0.08, 0.27, -0.42], [0.02, 0.71, -0.09], [0.36, 0.27, 0.27], [0.45, -0.17, -2.33], [0.61, -0.08, -0.01], [-0.35, -0.81, 0.04]]
}

***

Entry 2:
{
  "formula": "C5H11NO2",
  "method": "ωB97M-V/def2-TZVPD",
  "charge": 0,
  "e_above_lowest_ev": 1.995,
  "largest_force_ev_per_a": 2.27,
  "homo_lumo_gap_ev": 10.0,
  "elements": ["H", "N", "C", "C", "O", "C", "C", "C", "O", "H", "H", "H", "H", "H", "H", "H", "H", "H", "H"],
  "positions_angstrom": [[-0.5765, -2.3415, -0.5549], [0.3607, -2.7215, -0.3672], [1.0509, -1.8893, 0.3363], [0.4670, -0.5251, 0.8856], [-0.6793, -0.8175, 1.6513], [0.2406, 0.3850, -0.3201], [1.3270, 1.4523, -0.4353], [-1.2152, 1.0469, -0.2924], [-2.1648, -0.0204, -0.4032], [2.0886, -2.1387, 0.6099], [1.2231, -0.1252, 1.5684], [-1.4102, -1.0003, 1.0189], [0.2495, -0.1857, -1.2564], [1.0138, 2.2659, -1.0971], [1.5731, 1.8923, 0.5360], [2.2414, 1.0187, -0.8542], [-1.4019, 1.6036, 0.6313], [-1.3443, 1.7119, -1.1522], [-3.0434, 0.3886, -0.5046]],
  "forces_ev_per_a": [[0.12, -0.06, 0.10], [1.22, 1.19, 0.93], [-1.21, -0.35, -0.39], [0.75, -2.00, -0.52], [-0.45, 0.10, -0.32], [-1.68, 1.48, -0.35], [0.05, 0.14, -0.04], [1.22, -0.63, 0.02], [-0.63, 0.34, -0.28], [-0.38, -0.07, -0.19], [-0.28, 0.20, -0.02], [0.45, 0.23, 0.60], [-0.10, -0.08, 0.26], [0.08, -0.12, 0.00], [-0.07, -0.04, -0.09], [-0.07, 0.09, 0.13], [0.22, -0.01, -0.01], [0.28, 0.02, 0.07], [0.48, -0.44, 0.10]]
}

***

Entry 3:
{
  "formula": "C5H11NO2",
  "method": "ωB97M-V/def2-TZVPD",
  "charge": 0,
  "e_above_lowest_ev": 3.773,
  "largest_force_ev_per_a": 1.96,
  "homo_lumo_gap_ev": 10.2,
  "elements": ["C", "C", "C", "O", "N", "H", "H", "H", "H", "H", "H", "H", "C", "C", "O", "H", "H", "H", "H"],
  "positions_angstrom": [[0.0135, 1.0727, 1.5639], [2.1763, -0.8774, -0.0067], [1.2316, -0.0461, -0.7981], [-0.2407, 0.7488, 0.2025], [1.4940, 0.7852, -1.6797], [0.7140, 1.3879, -1.9280], [0.2355, 0.1830, 2.1622], [0.8544, 1.7680, 1.5923], [-0.8640, 1.5792, 1.9723], [1.6451, -1.5783, 0.6338], [2.7900, -1.4391, -0.7114], [2.8192, -0.2439, 0.6079], [-2.3822, -0.1869, -0.6989], [-1.0272, -0.5928, -0.1606], [-0.1925, -1.1318, -1.0328], [-1.1095, -1.1227, 0.8084], [-2.9917, 0.2911, 0.0722], [-2.9034, -1.0813, -1.0489], [-2.2625, 0.4844, -1.5504]],
  "forces_ev_per_a": [[-0.54, -0.01, -0.16], [-0.29, 0.06, 0.52], [-0.37, -0.59, -1.84], [-0.38, -1.21, 0.30], [-0.10, 0.01, 1.07], [0.06, -0.41, -0.47], [0.02, 0.04, -0.04], [-0.01, -0.10, -0.05], [0.06, -0.04, 0.17], [0.03, 0.01, -0.07], [-0.07, 0.05, 0.00], [0.00, 0.00, -0.14], [0.01, -0.10, 0.04], [0.20, 1.33, 0.79], [1.14, 0.83, -0.17], [0.06, 0.13, -0.03], [0.07, -0.01, -0.06], [0.05, 0.03, 0.06], [0.06, -0.01, 0.08]]
}